Entry 1:
C5H10NOP | ωB97M-V/def2-TZVPD

Output
- Structure (SMILES): C[C@H](C#N)P(C)(C)=O
- Kohn-Sham gap: 10.96 eV
- E_tot: -667.86542 hartree
- LUMO: 0.7 eV
- E_HOMO: -10.22 eV
- Relative energy (zero: lowest compared OMol25 entry of this formula, charge and spin): 1.2 kJ/mol

Last columns: bonded neighbours and bond lengths (Å).
Cartesian coordinates (Å):
1 P 0.74 -0.01 0.02  O2 1.470, C4 1.801, C7 1.825, C8 1.806
2 O 1.73 1.07 0.14  P1 1.470
3 N -2.51 -1.35 -0.72  C6 1.157
4 C -0.77 0.74 -0.63  P1 1.801, C5 1.511, C6 1.573, H18 1.072
5 C -1.16 1.93 0.20  C4 1.511, H13 1.069, H14 1.044, H17 1.058
6 C -1.83 -0.42 -0.69  N3 1.157, C4 1.573
7 C 0.26 -0.57 1.69  P1 1.825, H9 1.083, H11 1.187, H16 1.106
8 C 1.17 -1.32 -1.14  P1 1.806, H10 1.093, H12 1.084, H15 1.081
9 H 0.77 -0.06 2.51  C7 1.083
10 H 1.71 -1.03 -2.05  C8 1.093
11 H -0.84 -0.14 1.71  C7 1.187
12 H 1.75 -2.07 -0.62  C8 1.084
13 H -1.47 1.64 1.19  C5 1.069
14 H -0.20 2.32 0.29  C5 1.044
15 H 0.23 -1.74 -1.49  C8 1.081
16 H 0.19 -1.67 1.80  C7 1.106
17 H -1.88 2.56 -0.26  C5 1.058
18 H -0.57 1.16 -1.60  C4 1.072

Charges in e, computed with Löwdin, in the same order as the atoms: 0.564, -0.355, 0.136, -0.401, -0.087, -0.215, -0.140, -0.152, 0.051, 0.067, 0.072, 0.052, 0.068, 0.050, 0.031, 0.057, 0.082, 0.120

=====

Entry 2:
C5H10NOPS | ωB97M-V/def2-TZVPD

Output
- Kohn-Sham gap (spin up / spin down): 8.19 / 8.19 eV
- E_tot: -1065.89422 hartree
- LUMO (spin up / spin down): 0.0 / 0.0 eV
- E_HOMO (spin up / spin down): -8.20 / -8.20 eV
- Relative energy (zero: lowest compared OMol25 entry of this formula, charge and spin): 418.0 kJ/mol

Last columns: bonded neighbours and bond lengths (Å).
Cartesian coordinates (Å):
1 S 1.07 1.88 0.05  C5 1.839, C8 1.862
2 P -2.48 -0.03 0.33  N4 1.620, H18 1.410, H19 1.450
3 O 2.43 -0.67 -0.52  C9 1.440, H17 1.004
4 N -1.31 1.08 0.20  P2 1.620, C8 1.476
5 C 0.37 0.80 1.37  S1 1.839, C6 1.506, H15 1.120
6 C 0.60 -0.67 1.16  C5 1.506, C9 1.490, H10 1.064, H11 1.170
7 C 0.25 -0.42 -1.29  C8 1.566, C9 1.501, H13 1.045, H14 1.105
8 C -0.28 0.98 -0.86  S1 1.862, N4 1.476, C7 1.566, H12 1.113
9 C 1.08 -1.05 -0.20  O3 1.440, C6 1.490, C7 1.501, H16 1.108
10 H -0.27 -1.18 1.49  C6 1.064
11 H 1.40 -1.03 1.94  C6 1.170
12 H -0.49 1.67 -1.72  C8 1.113
13 H -0.58 -1.05 -1.30  C7 1.045
14 H 0.85 -0.48 -2.21  C7 1.105
15 H 0.03 1.14 2.38  C5 1.120
16 H 1.24 -2.14 -0.18  C9 1.108
17 H 2.28 0.29 -0.30  O3 1.004
18 H -3.37 0.98 0.74  P2 1.410
19 H -2.83 -0.06 -1.08  P2 1.450

Charges in e, computed with Löwdin, in the same order as the atoms: 0.930, 0.744, -0.103, -0.446, -0.299, -0.237, -0.158, -0.599, -0.442, 0.065, 0.166, 0.100, 0.061, 0.139, 0.107, 0.157, -0.018, -0.100, -0.069

=====

Entry 3:
C5H10NOS | ωB97M-V/def2-TZVPD

Output
- Kohn-Sham gap (spin up / spin down): 8.27 / 8.28 eV
- E_tot: -724.34771 hartree
- LUMO (spin up / spin down): -5.2 / -5.2 eV
- E_HOMO (spin up / spin down): -13.49 / -13.49 eV
- Relative energy (zero: lowest compared OMol25 entry of this formula, charge and spin): 232.9 kJ/mol
- Net charge: +1

Last columns: bonded neighbours and bond lengths (Å).
Cartesian coordinates (Å):
1 S 2.64 -1.35 0.07  C8 1.733
2 O 3.17 1.24 0.40  C8 1.240
3 N 0.37 1.87 -0.33  C5 1.493, H16 1.097, H17 1.009, H18 1.057
4 C 0.25 -0.64 -0.08  C5 1.556, C6 1.486, C7 1.524
5 C 1.03 0.57 -0.68  N3 1.493, C4 1.556, C8 1.545, H12 1.144
6 C -0.70 -1.43 -0.91  C4 1.486, H9 1.089, H11 1.150, H14 1.137
7 C -0.15 -0.62 1.39  C4 1.524, H10 1.138, H13 1.076, H15 1.194
8 C 2.43 0.36 -0.06  S1 1.733, O2 1.240, C5 1.545
9 H -1.65 -1.03 -0.56  C6 1.089
10 H 0.75 -0.18 1.94  C7 1.138
11 H -0.71 -1.35 -2.05  C6 1.150
12 H 1.22 0.33 -1.78  C5 1.144
13 H -1.10 -0.12 1.48  C7 1.076
14 H -0.65 -2.54 -0.67  C6 1.137
15 H -0.21 -1.71 1.87  C7 1.194
16 H -0.36 2.26 -1.05  N3 1.097
17 H 0.08 1.67 0.61  N3 1.009
18 H 1.28 2.40 -0.23  N3 1.057

Charges in e, computed with Löwdin, in the same order as the atoms: 0.921, 0.024, 0.240, -0.360, -0.304, -0.064, -0.077, -0.827, 0.091, 0.105, 0.123, 0.188, 0.083, 0.129, 0.160, 0.244, 0.139, 0.183

=====

- Which value of E_tot does entry 2 give?
  -1065.89422 hartree